No. 1
Molecular formula: C38H57ClI2LuN5O8P2SSi
Method: DFT, ωB97M-V/def2-TZVPD

The HOMO-LUMO gap is 6.1861 eV. The value obtained for the total energy is -163807.8545 eV.

Structure (ORCA input):
```
! RIJCOSX wB97M-V def2-TZVPD def2/J DEFGRID3
* xyz -2 1
Lu -4.61879 -14.14399 17.05319
N -6.68568 -12.66344 16.81822
C -6.64097 -11.66650 17.87590
C -6.55451 -12.43933 19.18798
N -5.36859 -13.35488 19.29292
C -4.36409 -12.97555 20.32885
C -3.79126 -11.54632 20.16305
N -2.95696 -11.23778 18.98819
H -6.25778 -12.31353 15.97310
H -7.63265 -12.96178 16.58952
H -7.53503 -11.03648 17.86400
H -5.75623 -11.05250 17.74310
H -7.44221 -13.06211 19.25581
H -6.55923 -11.74195 20.03289
H -5.73254 -14.29525 19.54406
H -3.55191 -13.69836 20.30594
H -4.86535 -12.98816 21.32526
H -3.20725 -11.33006 21.04801
H -4.62555 -10.83411 20.18440
H -3.40864 -11.59186 18.14132
H -2.14953 -11.83739 19.01959
C -3.18456 -18.16892 25.33285
C -3.38580 -17.84862 23.88597
C -3.88511 -16.60611 23.48441
C -4.16152 -16.37372 22.15418
C -3.91461 -17.35998 21.21268
C -3.39244 -18.58666 21.59176
C -3.10035 -18.82219 22.93032
S -4.50998 -17.02730 19.53714
O -5.87830 -16.56176 19.77676
O -4.37046 -18.33132 18.91543
N -3.68820 -15.83154 18.93824
C -2.31730 -16.10644 18.59766
C -1.69263 -14.81515 18.06817
O -0.46507 -14.75554 17.95375
O -2.52171 -13.87800 17.77909
H -3.07180 -17.28466 25.97394
H -2.29117 -18.79370 25.44602
H -4.05079 -18.70361 25.70887
H -4.07559 -15.85811 24.26334
H -4.54428 -15.40975 21.84332
H -3.23584 -19.33836 20.83076
H -2.70691 -19.79737 23.21594
H -2.15908 -16.88826 17.83613
H -1.74451 -16.42564 19.49575
I -5.64921 -14.18373 13.40163
I -9.30631 -12.66726 13.62191
N -4.10778 -12.26150 15.93051
P -3.54494 -10.93525 15.37777
C -1.89987 -10.40756 16.01479
C -1.08719 -11.44763 16.44171
C 0.19487 -11.16737 16.89331
C 0.72203 -9.89066 16.83645
C -0.10037 -8.85120 16.38917
C -1.41007 -9.10517 16.00490
C -3.26686 -10.88094 13.54138
C -2.02964 -10.74346 12.94878
C -1.87657 -10.90181 11.58263
C -2.98809 -11.23203 10.78389
C -4.23617 -11.32810 11.36819
C -4.37939 -11.12113 12.72604
C -4.58117 -9.45229 15.64799
C -5.45819 -8.91830 14.70358
C -6.24494 -7.81167 15.02893
C -6.19098 -7.25374 16.28770
C -5.32834 -7.79153 17.26588
C -4.56738 -8.90149 16.93680
H -1.45979 -12.47954 16.44416
H 0.79403 -12.02046 17.22680
H 1.73131 -9.68340 17.18886
H 0.33829 -7.85618 16.29073
H -2.03725 -8.30792 15.61240
H -1.13867 -10.54797 13.52326
H -0.90590 -10.77556 11.12539
H -2.84585 -11.37948 9.73363
H -5.09274 -11.61361 10.74530
H -5.33296 -11.33473 13.14376
H -5.57466 -9.31832 13.70847
H -6.91043 -7.43011 14.28541
H -6.84422 -6.42862 16.55096
H -5.29589 -7.34051 18.25178
H -3.88671 -9.34903 17.67037
Cl -2.54868 -14.94299 14.22543
C -3.55996 -14.33508 12.91350
H -3.45637 -14.98057 12.07320
H -3.21307 -13.34064 12.63347
C -10.27275 -15.25759 16.53474
O -8.90025 -14.94256 16.77683
P -8.00389 -15.60018 17.93302
O -8.55271 -17.16186 17.84256
C -7.62050 -18.24063 17.90497
O -8.91772 -15.05387 19.25651
C -9.29583 -15.88214 20.33337
H -10.83184 -15.03033 17.44716
H -10.38588 -16.29558 16.25906
H -10.57278 -14.62694 15.69451
H -6.62667 -17.92664 17.58847
H -7.57222 -18.65040 18.91586
H -7.96659 -19.02204 17.22751
H -9.16187 -16.95473 20.10624
H -10.35023 -15.70449 20.56589
H -8.69476 -15.65178 21.20861
C -4.91854 -18.88211 15.89479
Si -5.43020 -17.23968 15.14877
C -7.27685 -17.18600 14.81256
C -4.78504 -17.54539 13.38169
O -4.87532 -15.99580 16.04075
H -5.35631 -19.68432 15.24049
H -5.15402 -19.07204 16.94308
H -3.81452 -18.97781 15.81195
H -7.47462 -17.78613 13.90548
H -7.59022 -16.14462 14.61600
H -7.90798 -17.54262 15.63353
H -4.86251 -18.63975 13.29032
H -3.75993 -17.22211 13.22031
H -5.41754 -17.07191 12.64026
*
```

---

No. 2
Molecular formula: C4H7NO
Method: DFT, ωB97M-V/def2-TZVPD

The calculation puts the energy above the lowest of the compared OMol25 structures with the same formula, charge and spin at 52.5 kcal/mol. The HOMO-LUMO gap is 11.6263 eV. The value obtained for the total energy is -7797.3663 eV. As for the SMILES: N#CCCCO.

Structure (ORCA input):
```
! RIJCOSX wB97M-V def2-TZVPD def2/J DEFGRID3
* xyz 0 1
O 1.43034 0.03433 1.24408
C 1.26495 -0.18734 -0.14348
C -0.05623 -0.80677 -0.50648
C -1.22260 -0.21326 0.29971
C -1.38784 1.22629 0.06189
N -1.47714 2.36171 -0.14380
H 1.44453 0.94739 0.83915
H 2.14071 -0.65962 -0.58708
H 1.25748 0.88814 -0.57455
H -0.02432 -1.88283 -0.32513
H -0.18017 -0.62889 -1.57803
H -1.02962 -0.36091 1.36723
H -2.16008 -0.71824 0.04650
*
```

---

No. 3
Molecular formula: C18H38IN2O6
Method: DFT, ωB97M-V/def2-TZVPD

The calculation puts the energy above the lowest of the compared OMol25 structures with the same formula, charge and spin at 0.0 kcal/mol. The HOMO-LUMO gap is 7.7959 eV. The value obtained for the total energy is -42639.1114 eV.

Structure (ORCA input):
```
! RIJCOSX wB97M-V def2-TZVPD def2/J DEFGRID3
* xyz 1 1
C -1.09557 -1.43760 -1.38553
C -1.07539 -2.48430 -2.48790
I -2.09383 -4.22854 -1.79900
C 0.33360 -2.88896 -2.93919
C 1.15771 -1.70843 -3.30465
N 0.82641 -0.77118 -4.18659
C 1.81735 0.18419 -4.26568
C 2.78037 -0.19206 -3.39594
N 2.34321 -1.36797 -2.81940
H -0.64314 -1.82547 -0.47507
H -2.12189 -1.15244 -1.16950
H -0.56255 -0.52726 -1.67047
H -1.63707 -2.14509 -3.35650
H 0.83673 -3.47500 -2.17270
H 0.27496 -3.52327 -3.82601
H -0.02760 -0.77092 -4.72123
H 1.76947 1.04419 -4.90742
H 3.71966 0.26801 -3.15047
H 2.81587 -1.91438 -2.11604
C -7.90500 -1.69921 5.01283
O -7.25989 -2.25220 3.88682
C -7.23812 -1.36426 2.78625
C -6.18830 -1.78268 1.78381
O -4.86154 -1.43213 2.15221
C -4.23320 -2.23156 3.14240
C -3.71344 -3.55098 2.62215
O -4.75666 -4.49763 2.47519
C -4.43663 -5.48940 1.53031
H -8.95721 -1.47800 4.80134
H -7.85297 -2.43410 5.81291
H -7.40622 -0.78018 5.34153
H -7.02642 -0.34242 3.12454
H -8.22090 -1.37243 2.29413
H -6.37808 -1.23088 0.86065
H -6.27100 -2.84946 1.56529
H -4.88257 -2.38391 4.00615
H -3.36954 -1.64682 3.46730
H -2.97074 -3.94680 3.32926
H -3.21955 -3.37983 1.65588
H -4.27475 -5.02973 0.54656
H -5.27585 -6.17812 1.46398
H -3.53885 -6.04708 1.82397
C 4.91414 5.06742 2.60032
O 5.40527 4.76526 1.31230
C 6.28079 3.65401 1.31474
C 6.43747 3.09875 -0.08036
O 5.33692 2.30461 -0.51380
C 4.16699 2.99240 -0.91631
C 4.24961 3.58990 -2.30301
O 4.96162 4.80480 -2.30703
C 5.49533 5.12700 -3.57269
H 5.72594 5.34246 3.28237
H 4.23553 5.91153 2.50154
H 4.36584 4.21737 3.02300
H 5.89663 2.86816 1.97694
H 7.26733 3.96772 1.68207
H 7.28946 2.41708 -0.07274
H 6.64915 3.89902 -0.79162
H 3.86764 3.74746 -0.18723
H 3.38827 2.22268 -0.94062
H 3.22675 3.78396 -2.66418
H 4.72812 2.86231 -2.97546
H 6.19460 4.35460 -3.91365
H 6.03237 6.06646 -3.47022
H 4.70336 5.25135 -4.32054
*
```

---

No. 4
Molecular formula: C6H16NO
Method: DFT, ωB97M-V/def2-TZVPD

The calculation puts the energy above the lowest of the compared OMol25 structures with the same formula, charge and spin at 91.4 kcal/mol. The HOMO-LUMO gap is 5.2705 eV. The value obtained for the total energy is -10009.3503 eV.

Structure (ORCA input):
```
! RIJCOSX wB97M-V def2-TZVPD def2/J DEFGRID3
* xyz 1 1
C -0.17208 1.24345 -1.08684
O 0.16321 1.49559 0.26637
C -1.13309 0.12911 -1.26040
C -0.92212 -1.18574 -0.73029
C 0.60189 -1.59033 -1.00160
C -1.16996 -1.35359 0.81055
C -0.91953 -2.78625 1.27367
N 2.39306 4.16597 1.14841
H -0.59237 2.13103 -1.56963
H 0.79311 1.04074 -1.55449
H -0.59741 1.50290 0.78469
H -1.96929 0.24925 -1.93776
H -1.54530 -1.91267 -1.25100
H 0.66760 -2.63367 -0.72255
H 1.16305 -0.84766 -0.44795
H 0.84751 -1.57698 -2.06286
H -2.23162 -1.17142 1.00902
H -0.67813 -0.58665 1.39644
H -1.40485 -3.01464 2.21525
H -1.33233 -3.43908 0.49586
H 0.12944 -3.07423 1.30209
H 2.45584 4.00580 0.14968
H 3.35657 4.09210 1.45861
H 2.09680 5.11695 1.31475
*
```